A cluster of 4 separate species, C36H76N4O14S in total, computed with ωB97M-V with the def2-TZVPD basis set.

XYZ file:
```
131
Properties=species:S:1:pos:R:3:forces:R:3:lowdin_charge:R:1
C -2.876509 -2.977595 -2.645686 0.34 -0.57 1.06 -0.1290
O -1.733629 -2.782753 -3.515023 -1.60 1.09 -0.06 -0.2410
C -1.768379 -1.435057 -4.090629 0.61 0.18 -0.30 -0.1980
C -0.748438 -0.432881 -3.304660 -0.37 0.00 -0.81 -0.1480
C -1.410509 0.995647 -2.963029 0.00 0.15 0.29 -0.1960
C -0.577714 1.884238 -1.884122 0.05 -0.04 -1.42 -0.1959
C -0.504683 1.232189 -0.418911 0.63 0.37 -0.11 -0.2015
C -1.574702 1.827765 0.629211 -0.79 -0.93 -0.69 -0.1736
C -2.813129 0.769745 0.646867 0.92 0.16 1.09 -0.1866
C -4.023449 1.219679 1.590665 -0.56 1.08 -0.94 -0.1126
C -5.329029 0.279006 1.529391 0.32 -0.32 0.41 -0.3291
C -5.288255 -0.625552 2.889046 -0.35 -0.27 -1.75 -0.1474
O -4.070394 -1.422269 2.806501 -0.13 0.89 1.33 -0.1368
C -3.362636 -1.227483 4.057977 0.51 0.06 0.94 -0.2323
O -2.169143 -2.014703 4.158257 -1.05 1.97 -0.90 -0.1168
C -1.018267 -1.309598 3.603142 1.39 -0.57 -0.12 -0.1488
C -0.074834 -2.442440 2.939645 -0.53 -0.23 0.06 -0.1797
O 1.020059 -2.818289 3.840460 -0.50 1.35 -1.12 -0.1217
C -5.313103 -0.804114 0.324365 -0.76 0.05 1.73 -0.1342
S -5.766625 0.022100 -1.264653 -0.66 -2.88 -5.30 0.7815
O -7.101463 -0.500049 -1.728523 2.59 2.00 2.38 -0.3171
O -4.769150 -0.230702 -2.376428 -1.74 1.67 3.90 -0.3342
O -5.828103 1.663539 -0.949372 -0.13 -1.75 0.93 -0.2187
C -6.861067 1.969870 0.060067 -1.93 -1.07 -0.29 -0.2325
N -6.911818 3.447056 0.196034 -1.09 1.47 -2.14 0.0519
C -8.258495 3.999175 0.229837 -3.30 -2.04 2.16 -0.3447
C -8.769158 5.349192 -0.447042 0.53 0.39 -0.23 -0.0018
O -9.119468 3.357616 0.919040 3.22 1.94 -2.61 0.0208
C -5.964918 4.172777 -0.671071 4.78 1.45 0.95 -0.3467
C -6.128839 4.521141 -2.217699 0.16 -0.05 -0.14 -0.0148
O -4.867515 4.521028 -0.134514 -4.35 -1.42 -1.98 0.0537
C -6.721899 1.131695 1.415257 0.49 -0.95 1.01 -0.1440
C -6.920916 1.936517 2.780248 -0.63 -0.15 1.30 -0.0934
C -7.948054 1.162291 3.784056 1.74 -0.35 -0.16 -0.1830
O -9.341599 1.511337 3.531969 0.03 -2.84 -0.33 -0.0932
C -9.987105 0.237221 3.306339 -1.80 -1.55 3.19 -0.2368
O -10.583432 -0.387811 4.220086 2.43 2.90 -3.84 0.0461
H -3.884372 -2.764784 -3.137940 1.42 -0.13 0.52 0.0927
H -2.731683 -2.316710 -1.715699 -0.51 -0.74 -1.21 0.0850
H -2.866673 -4.070172 -2.272186 0.08 1.68 -0.77 0.1004
H -1.421019 -1.560624 -5.179290 -0.43 0.21 1.61 0.1234
H -2.838746 -1.029284 -4.133932 1.44 -0.52 0.31 0.1107
H 0.125340 -0.271193 -4.039864 -1.16 -0.06 1.36 0.0967
H -0.321027 -0.980529 -2.396242 -0.75 0.78 -1.17 0.1104
H -1.520376 1.563515 -3.964812 0.26 -0.71 1.64 0.1190
H -2.476008 0.909078 -2.541584 1.46 -0.29 -0.73 0.0820
H -1.060548 2.933327 -1.908391 0.71 -1.59 0.43 0.1104
H 0.478815 2.027389 -2.332449 -1.53 -0.33 0.91 0.0940
H 0.573256 1.400207 -0.041019 -1.70 -0.31 -0.43 0.1074
H -0.649719 0.090465 -0.523235 0.24 1.76 0.26 0.0991
H -1.997371 2.805176 0.215452 0.75 -1.10 0.79 0.1075
H -1.134736 1.979172 1.687362 -0.72 -0.22 -1.72 0.1136
H -2.379023 -0.220563 1.053067 -0.80 1.34 -0.82 0.1022
H -3.115595 0.618082 -0.444489 0.18 0.18 1.55 0.0920
H -4.360028 2.269477 1.229860 0.65 -1.54 0.61 0.1203
H -3.729663 1.364485 2.695120 -0.14 -0.35 -1.77 0.1194
H -5.270804 0.006312 3.838171 -0.35 -0.78 -1.35 0.1247
H -6.164817 -1.365469 2.829542 1.03 1.11 0.56 0.1429
H -3.081309 -0.122201 4.150393 -0.41 -1.27 -0.08 0.1335
H -4.066639 -1.501542 4.917130 1.07 0.12 -1.06 0.1540
H -0.390814 -0.813341 4.441920 -1.14 -0.82 -1.11 0.1412
H -1.306116 -0.477150 2.875619 0.15 -1.33 0.78 0.1065
H -0.694140 -3.402790 2.788733 0.89 1.63 0.35 0.1388
H 0.312726 -2.139390 1.908580 -0.38 -0.17 1.40 0.1207
H 1.665379 -2.072002 3.828945 -0.64 -0.88 0.08 0.0946
H -4.369561 -1.440149 0.279820 -1.08 1.30 -0.38 0.1221
H -6.177719 -1.536885 0.562178 1.20 1.27 -0.83 0.1354
H -7.852050 1.647869 -0.444965 1.50 0.49 1.05 0.1694
H -9.907167 5.477685 -0.309040 2.00 -0.61 0.22 0.1043
H -8.231871 6.229968 0.074965 -0.80 -1.29 -1.06 0.1076
H -8.607713 5.384435 -1.591438 0.10 -0.04 2.01 0.0775
H -7.151424 4.281112 -2.661431 1.40 0.44 0.72 0.0789
H -5.830535 5.630352 -2.344440 -0.77 -1.78 0.27 0.1086
H -5.350360 3.935715 -2.842258 -1.18 0.71 1.38 0.1084
H -7.547665 0.318002 1.387370 1.15 1.41 -0.16 0.1512
H -7.332743 2.993126 2.688028 0.56 -1.45 -0.25 0.1189
H -5.941212 2.023928 3.387172 -1.38 -0.10 -1.25 0.1197
H -7.833451 0.014437 3.669899 0.03 1.79 0.12 0.1121
H -7.618816 1.381112 4.869565 -0.97 -0.10 -1.60 0.1435
H -9.907767 -0.241352 2.259386 0.09 1.16 1.29 0.1654
C 5.826862 -0.034625 -3.625782 0.28 0.00 -0.16 -0.0777
C 4.501316 -0.761063 -3.833227 0.00 0.28 0.36 -0.4253
C 3.290143 0.186119 -3.960645 -0.18 -0.32 -0.05 -0.2006
O 2.845971 0.744284 -2.727794 0.18 0.14 -0.40 -0.2113
C 3.601456 1.859661 -2.286421 -0.22 -0.12 0.33 -0.1073
N 4.315199 -1.731366 -2.746981 -0.33 0.04 -0.06 0.0391
H 5.951792 0.329497 -2.603393 -0.12 -0.04 -0.05 0.0588
H 6.665102 -0.708829 -3.824599 -0.12 0.07 0.04 0.0759
H 5.918844 0.818470 -4.305545 0.01 -0.06 0.06 0.0830
H 4.581942 -1.313939 -4.775837 -0.13 0.03 0.05 0.1365
H 2.443650 -0.398930 -4.336698 0.03 0.03 0.14 0.1067
H 3.471962 0.975272 -4.700298 0.13 0.09 0.08 0.1206
H 3.956833 2.474101 -3.118410 0.05 -0.07 -0.02 0.0930
H 4.439657 1.526523 -1.671543 0.16 0.16 -0.08 0.0741
H 2.956865 2.474480 -1.653315 -0.05 -0.07 -0.09 0.0809
H 3.484550 -2.287808 -2.944278 0.16 -0.05 -0.01 0.0727
H 4.058741 -1.204909 -1.910774 0.14 -0.08 -0.11 0.0682
C 5.938554 -5.726050 3.684806 0.14 -0.22 -0.19 -0.0766
C 4.551126 -5.483331 4.271865 0.33 0.33 0.08 -0.4271
C 3.980678 -4.085259 3.954677 -0.33 -0.27 0.26 -0.2067
O 4.546595 -3.028395 4.727811 -0.04 -0.05 -0.46 -0.1943
C 5.800184 -2.562354 4.257414 -0.04 0.14 0.38 -0.1103
N 4.596458 -5.732293 5.718150 -0.24 0.21 0.01 0.0358
H 6.728274 -5.229925 4.253249 -0.13 0.02 0.00 0.0628
H 6.170658 -6.795200 3.689705 -0.05 0.13 0.05 0.0758
H 5.994197 -5.378754 2.648194 0.00 -0.01 0.09 0.0781
H 3.877338 -6.219178 3.818980 -0.07 0.13 0.06 0.1361
H 2.915867 -4.092694 4.206067 0.18 0.03 0.04 0.0981
H 4.043744 -3.857304 2.883529 0.17 0.00 -0.03 0.1214
H 5.870812 -2.595592 3.166486 0.00 -0.11 0.01 0.0905
H 6.609518 -3.137713 4.710585 0.14 0.00 -0.20 0.0733
H 5.917172 -1.524939 4.579667 -0.10 -0.06 -0.01 0.0855
H 3.649465 -5.673646 6.089603 0.10 -0.13 -0.03 0.0734
H 5.072755 -4.938226 6.147856 0.01 -0.19 -0.07 0.0694
C 11.970037 1.585203 -2.224573 0.24 0.02 0.21 -0.0756
C 10.481741 1.917294 -2.275051 0.14 -0.19 -0.35 -0.4309
C 9.585912 0.698391 -2.579275 -0.23 0.22 -0.06 -0.2027
O 9.592634 0.290707 -3.945942 0.08 -0.12 0.51 -0.1998
C 10.707179 -0.504905 -4.313652 -0.15 0.10 -0.36 -0.1063
N 10.268388 2.999375 -3.244255 -0.30 -0.13 -0.02 0.0360
H 12.406806 1.460352 -3.217707 -0.13 0.00 0.05 0.0639
H 12.522462 2.393560 -1.736493 -0.11 -0.06 -0.09 0.0766
H 12.150196 0.668255 -1.654552 -0.02 0.06 -0.06 0.0784
H 10.201028 2.286896 -1.282331 -0.11 -0.04 -0.08 0.1343
H 8.549535 0.980914 -2.363279 0.05 -0.01 -0.14 0.1091
H 9.818557 -0.147910 -1.921659 0.15 -0.03 -0.05 0.1202
H 11.032913 -1.161027 -3.501648 0.02 0.08 0.04 0.0914
H 11.530149 0.130966 -4.645125 0.17 -0.13 0.10 0.0734
H 10.412704 -1.126023 -5.162658 -0.08 0.05 0.10 0.0880
H 9.293226 3.291313 -3.198907 0.14 0.08 0.05 0.0708
H 10.354387 2.592729 -4.176666 0.09 0.10 0.15 0.0703
```
Forces are in eV/Å.

E_HOMO = -9.1 eV
2S+1 = 1
SMILES = COCCCCCCCC[C@]1(COCOCCO)CS(=O)(=O)O[C@H](N(C(C)=O)C(C)=O)[C@@H]1CCOC=O.COC[C@@H](C)N.COC[C@@H](C)N.COC[C@@H](C)N
orbital gap = 9.1 eV
electronic energy = -3087.47450 a.u.